{"formula": "C51H48N7O4S3V", "method": "ωB97M-V/def2-TZVPD", "lumo_energy_ev": [-8.04, -7.52], "multiplicity": 2, "homo_ev": [-15.23, -15.23], "orbital_gap_ev": [7.192, 7.714], "de_lowest_kj_mol": 46.6, "s2": 0.763, "total_charge": 3, "species": ["V", "C", "C", "N", "C", "C", "N", "C", "O", "O", "C", "O", "O", "H", "H", "H", "H", "H", "N", "S", "N", "S", "N", "S", "N", "C", "C", "C", "C", "C", "C", "C", "C", "C", "C", "C", "C", "C", "C", "C", "C", "C", "C", "C", "C", "C", "C", "C", "C", "C", "C", "C", "C", "C", "C", "C", "C", "C", "C", "C", "C", "H", "H", "H", "H", "H", "H", "H", "H", "H", "H", "H", "H", "H", "H", "H", "H", "H", "H", "H", "H", "H", "H", "H", "H", "H", "H", "H", "H", "H", "H", "C", "N", "C", "C", "C", "C", "C", "C", "C", "C", "H", "H", "H", "H", "H", "H", "H", "H", "H", "H", "H", "H", "H"], "coordinates": [[-1.1273, 0.3592, -0.8691], [-6.5968, 2.4878, -2.9859], [-5.2920, 3.1215, -2.6761], [-4.2181, 2.5090, -2.2283], [-3.2671, 3.4898, -2.0855], [-3.7865, 4.7206, -2.4409], [-5.0656, 4.4527, -2.8162], [-3.3561, 6.1572, -2.5209], [-2.1147, 6.4591, -2.1736], [-4.1608, 6.9656, -2.8867], [-1.9015, 3.2386, -1.6757], [-1.0548, 4.0703, -1.4141], [-1.6134, 1.9399, -1.5292], [-6.4464, 1.4227, -3.1456], [-7.0422, 2.9159, -3.8819], [-7.3039, 2.6261, -2.1662], [-5.6912, 5.1767, -3.1487], [-1.6156, 5.6611, -1.8957], [-0.1350, -1.1729, -1.0997], [0.9325, -2.1738, -0.8204], [2.4008, -1.5672, -0.5334], [2.8637, -0.9377, 0.8313], [1.9467, 0.0402, 1.6350], [1.0528, 1.2620, 1.0399], [-0.3726, 0.8806, 0.7821], [1.1020, 2.4700, 2.3188], [0.4063, 3.6425, 2.0296], [0.4038, 4.6524, 2.9759], [1.0762, 4.4791, 4.1801], [1.7572, 3.3023, 4.4486], [1.7819, 2.2796, 3.5095], [2.0113, 2.0234, -0.2586], [1.7057, 1.8426, -1.5949], [2.4789, 2.4667, -2.5659], [3.5424, 3.2704, -2.1934], [3.8478, 3.4430, -0.8488], [3.0886, 2.8205, 0.1240], [3.2161, -2.2068, 2.0104], [2.7489, -2.1499, 3.3133], [3.1124, -3.1655, 4.1867], [3.9251, -4.2020, 3.7547], [4.3856, -4.2416, 2.4436], [4.0362, -3.2380, 1.5592], [4.4257, -0.2245, 0.4074], [5.1742, 0.2664, 1.4755], [6.4063, 0.8390, 1.2131], [6.8712, 0.9091, -0.0955], [6.1112, 0.4140, -1.1426], [4.8702, -0.1604, -0.9018], [1.2270, -3.2038, -2.2188], [2.4694, -3.7707, -2.4714], [2.6025, -4.6130, -3.5627], [1.5094, -4.8807, -4.3752], [0.2745, -4.3073, -4.1121], [0.1208, -3.4583, -3.0256], [0.4763, -3.2299, 0.5250], [0.7942, -4.5804, 0.5180], [0.4674, -5.3457, 1.6291], [-0.1557, -4.7610, 2.7209], [-0.4616, -3.4072, 2.7123], [-0.1487, -2.6284, 1.6114], [-0.0985, 3.7713, 1.0785], [-0.1157, 5.5772, 2.7734], [1.0721, 5.2733, 4.9127], [2.2752, 3.1803, 5.3885], [2.3196, 1.3633, 3.7026], [0.8795, 1.2288, -1.9357], [2.2306, 2.3344, -3.6089], [4.1289, 3.7719, -2.9496], [4.6683, 4.0804, -0.5543], [3.3190, 2.9855, 1.1672], [2.1104, -1.3421, 3.6364], [2.7625, -3.1408, 5.2084], [4.2092, -4.9833, 4.4450], [5.0240, -5.0499, 2.1171], [4.4082, -3.2490, 0.5441], [4.8143, 0.1890, 2.4925], [7.0099, 1.2161, 2.0257], [7.8397, 1.3463, -0.2956], [6.4849, 0.4688, -2.1549], [4.2722, -0.5491, -1.7123], [3.3178, -3.5485, -1.8405], [3.5626, -5.0570, -3.7854], [1.6232, -5.5385, -5.2244], [-0.5677, -4.5156, -4.7540], [-0.8333, -2.9973, -2.8116], [1.2693, -5.0416, -0.3349], [0.6939, -6.4020, 1.6332], [-0.4066, -5.3643, 3.5817], [-0.9388, -2.9580, 3.5719], [-0.3704, -1.5678, 1.6009], [-4.0265, 1.5481, 1.2728], [-4.5233, 0.2541, 1.8267], [-5.9824, 0.0911, 1.5626], [-3.6875, -0.9465, 1.3859], [-3.7834, -1.2011, -0.0906], [-4.7783, -2.0419, -0.5949], [-4.9369, -2.2124, -1.9613], [-4.1227, -1.5188, -2.8458], [-3.1330, -0.6808, -2.3499], [-2.9256, -0.5601, -0.9799], [-4.5860, 2.3471, 1.7544], [-4.1953, 1.5559, 0.1955], [-2.9635, 1.6327, 1.5019], [-4.4140, 0.3017, 2.8417], [-6.1259, 0.0293, 0.4880], [-6.4939, 0.9596, 1.9685], [-6.3269, -0.8167, 2.0516], [-4.0530, -1.7863, 1.9783], [-2.6692, -0.7028, 1.7019], [-5.4290, -2.5733, 0.0876], [-5.7061, -2.8740, -2.3328], [-4.2703, -1.6160, -3.9128], [-2.5270, -0.1209, -3.0613]], "mulliken_charge": [-0.748, -1.367, 0.186, -0.204, 0.445, -0.165, -0.053, 0.578, -0.547, -0.555, 0.319, -0.785, 0.132, 0.281, 0.444, 0.286, 0.253, 0.406, 0.195, 1.392, 0.087, 1.069, -0.103, 0.436, 1.133, -0.095, -0.510, -0.813, -0.667, -0.884, -0.128, 0.944, 0.690, -1.324, -0.894, -1.035, -0.475, 0.693, 0.230, -0.868, -0.652, -0.828, -1.096, 0.961, -0.914, -0.715, -0.646, -0.875, -0.321, 0.166, -0.002, -0.811, -0.652, -0.721, -0.773, 0.486, -0.542, -0.915, -0.828, -1.014, 0.171, 0.576, 0.520, 0.443, 0.503, 0.374, 0.140, 0.600, 0.519, 0.573, 0.596, 0.396, 0.522, 0.476, 0.523, 0.259, 0.375, 0.511, 0.468, 0.521, 0.554, 0.276, 0.494, 0.437, 0.486, 0.443, 0.554, 0.510, 0.480, 0.592, 0.148, -1.087, -0.053, -0.771, -1.365, 1.204, -0.353, -0.972, -1.019, -0.673, 1.235, 0.449, 0.494, 0.251, 0.379, 0.378, 0.345, 0.351, 0.631, 0.169, 0.545, 0.493, 0.626, 0.415]}

{"formula": "C51H50AsF4N7PSeSn", "method": "ωB97M-V/def2-TZVPD", "lumo_energy_ev": [-10.45, -9.27], "homo_ev": [-13.24, -13.24], "orbital_gap_ev": [2.791, 3.972], "de_lowest_kj_mol": 83.1, "total_charge": 3, "species": ["Sn", "C", "N", "C", "C", "C", "N", "C", "C", "F", "C", "F", "C", "C", "F", "C", "F", "H", "H", "H", "H", "H", "H", "H", "H", "H", "H", "H", "C", "N", "C", "C", "N", "C", "C", "Se", "H", "H", "H", "H", "H", "H", "H", "H", "N", "C", "C", "C", "C", "C", "C", "C", "N", "C", "C", "N", "C", "H", "H", "H", "H", "H", "H", "H", "C", "C", "As", "C", "C", "C", "C", "C", "C", "C", "C", "C", "C", "C", "C", "P", "C", "C", "C", "C", "C", "C", "C", "C", "C", "C", "C", "C", "H", "H", "H", "H", "H", "H", "H", "H", "H", "H", "H", "H", "H", "H", "H", "H", "H", "H", "H", "H", "H", "H", "H", "H"], "coordinates": [[-1.5877, 0.8763, 1.8500], [0.7778, 2.5932, 3.1257], [-0.0802, 1.4590, 3.5298], [0.7621, 0.3000, 3.9066], [-0.9459, 1.8217, 4.6736], [-1.9694, 2.8997, 4.3203], [-2.3116, 2.8131, 2.8961], [-2.9705, 3.8079, 2.2819], [-2.9073, 3.9116, 0.8592], [-2.1525, 3.0168, 0.1871], [-3.5324, 4.9098, 0.1690], [-3.4023, 4.9629, -1.1545], [-4.2835, 5.8708, 0.8401], [-4.3853, 5.7989, 2.2209], [-5.1133, 6.6864, 2.8814], [-3.7512, 4.8090, 2.9353], [-3.9187, 4.7604, 4.2567], [1.4885, 2.8247, 3.9239], [0.1745, 3.4756, 2.9200], [1.3257, 2.3298, 2.2218], [1.3473, 0.5239, 4.8018], [1.4460, 0.0659, 3.0903], [0.1317, -0.5677, 4.1083], [-0.3359, 2.1637, 5.5142], [-1.4493, 0.9099, 4.9870], [-1.5919, 3.8991, 4.5400], [-2.8417, 2.7587, 4.9615], [-4.7802, 6.6631, 0.2937], [-5.6779, -1.9364, -1.1133], [-4.6846, -2.7017, -1.8664], [-4.9703, -3.5671, -2.9070], [-3.7938, -4.0339, -3.3648], [-2.8010, -3.4467, -2.6003], [-1.3694, -3.6505, -2.8073], [-3.3517, -2.6203, -1.6845], [-2.4676, -1.6154, -0.3930], [-6.6654, -2.2700, -1.4156], [-5.5690, -0.8758, -1.3244], [-5.5412, -2.1052, -0.0501], [-5.9787, -3.7850, -3.2160], [-3.5785, -4.7326, -4.1561], [-1.2026, -4.6782, -3.1192], [-0.8479, -3.4585, -1.8735], [-0.9972, -2.9752, -3.5780], [-3.1514, -9.2949, 5.0035], [-3.1686, -8.1543, 4.8682], [-3.1752, -6.7210, 4.6822], [-2.5153, -6.1643, 3.5916], [-2.5056, -4.7945, 3.4099], [-3.1537, -3.9794, 4.3244], [-3.8242, -4.5215, 5.4048], [-3.8358, -5.8952, 5.5834], [-3.1241, -2.5426, 4.1488], [-3.8043, -1.6017, 4.9025], [-3.4737, -0.3911, 4.3981], [-2.5877, -0.5725, 3.3468], [-2.4061, -1.8769, 3.2301], [-2.0137, -6.8098, 2.8839], [-2.0046, -4.3870, 2.5416], [-4.3388, -3.9000, 6.1239], [-4.3583, -6.3264, 6.4264], [-4.4702, -1.8604, 5.7060], [-3.8254, 0.5803, 4.7042], [-1.7944, -2.3482, 2.4770], [2.9054, 1.3212, -0.0356], [3.9691, 0.8501, -1.0320], [3.7752, 1.3811, -2.8883], [4.3874, 3.1577, -3.0733], [4.7967, 3.9170, -1.9769], [5.2973, 5.1925, -2.1903], [5.3578, 5.7109, -3.4792], [4.9320, 4.9558, -4.5666], [4.4384, 3.6772, -4.3676], [4.9908, 0.2841, -3.8845], [4.5323, -0.7189, -4.7307], [5.4614, -1.5275, -5.3712], [6.8199, -1.3277, -5.1594], [7.2640, -0.3153, -4.3145], [6.3508, 0.5106, -3.6743], [1.1653, 0.6846, -0.2642], [1.4530, -1.1101, -0.4041], [1.2036, -1.8760, 0.7345], [1.4843, -3.2366, 0.7644], [2.0116, -3.8548, -0.3605], [2.2523, -3.1102, -1.5107], [1.9753, -1.7498, -1.5310], [0.7473, 1.2739, -1.9333], [0.9676, 2.6244, -2.2525], [0.5400, 3.1489, -3.4677], [-0.1185, 2.3336, -4.3756], [-0.3679, 1.0020, -4.0586], [0.0464, 0.4755, -2.8436], [2.8546, 2.4105, 0.0144], [3.2022, 0.9829, 0.9595], [4.0234, -0.2357, -1.0517], [4.9633, 1.2154, -0.7602], [4.7622, 3.5188, -0.9704], [5.6495, 5.7799, -1.3523], [5.7400, 6.7114, -3.6366], [4.9868, 5.3631, -5.5675], [4.1096, 3.0863, -5.2148], [3.4729, -0.8643, -4.9033], [5.1236, -2.3075, -6.0410], [7.5411, -1.9566, -5.6650], [8.3234, -0.1591, -4.1587], [6.7018, 1.3172, -3.0415], [0.8012, -1.3983, 1.6213], [1.3006, -3.8140, 1.6628], [2.2448, -4.9126, -0.3404], [2.6652, -3.5909, -2.3895], [2.1618, -1.1904, -2.4398], [1.4554, 3.2832, -1.5417], [0.7119, 4.1941, -3.6949], [-0.4552, 2.7375, -5.3217], [-0.9016, 0.3744, -4.7623], [-0.1925, -0.5499, -2.5867]], "mulliken_charge": [1.251, -0.748, 0.672, -0.937, -1.190, -1.117, 0.237, -0.198, 0.138, 0.008, -0.198, -0.299, -0.552, 0.150, -0.285, 0.537, -0.315, 0.387, 0.249, 0.039, 0.413, 0.192, 0.195, 0.484, 0.427, 0.617, 0.529, 0.520, -0.797, 0.176, -0.362, -0.421, 0.218, -0.691, -0.150, -0.202, 0.303, 0.346, 0.318, 0.466, 0.530, 0.392, 0.092, 0.332, -0.400, -0.081, 0.366, -1.022, -0.529, 1.733, -0.516, -1.058, 0.355, -0.246, -1.616, 0.555, -0.190, 0.458, 0.437, 0.353, 0.482, 0.439, 0.607, 0.129, -1.340, -1.538, 0.764, 0.629, -0.028, -0.807, -0.462, -0.804, -0.700, 0.397, -0.265, -0.692, -0.512, -0.662, -0.607, 1.018, 0.704, -0.116, -0.770, -0.926, -0.853, 0.220, 0.783, -0.858, -0.555, -0.845, -0.815, -0.463, 0.655, 0.675, 0.657, 0.918, 0.257, 0.451, 0.431, 0.455, 0.439, 0.494, 0.434, 0.416, 0.428, 0.378, -0.111, 0.580, 0.443, 0.541, 0.177, 0.334, 0.588, 0.494, 0.480, 0.477]}